Entry 1:
Molecular formula: C37H63BN3O13
Method: DFT, ωB97M-V/def2-TZVPD

Each line ends with the Mulliken charge.
CARTESIAN COORDINATES (ANGSTROEM)
C1 2.7453 -3.8561 3.6114  -0.79
C2 1.5274 -3.8354 3.0226  -0.50
C3 0.4023 -2.9081 3.4559  -0.83
C4 0.5641 -1.5856 2.6682  0.94
O1 0.1874 -0.5438 3.5216  -0.28
C5 0.4008 0.8231 3.0537  -0.15
N1 -0.3595 1.5522 4.0364  -0.44
C6 0.0588 2.5510 4.7216  0.89
C7 0.1991 3.9920 4.2333  -1.27
C8 0.3062 2.4024 6.2183  -1.59
B1 1.9670 1.1376 3.3080  0.66
N2 2.8039 0.2332 4.1303  -0.61
O2 2.6104 2.2800 2.9138  -0.71
C9 -0.1700 1.0111 1.5485  1.07
C10 0.4534 2.2544 0.8775  -0.63
C11 1.6833 2.0371 0.0210  -0.28
O3 1.8283 2.6930 -0.9869  -0.61
O4 2.6762 1.1509 0.3656  -0.01
C12 3.8725 1.3504 -0.3851  0.32
C13 4.8108 2.4677 0.0727  -1.34
O5 4.1288 0.6848 -1.3409  -0.28
C14 -1.6535 1.4312 1.7651  -1.58
C15 -2.5685 1.5791 0.5420  -1.28
O6 -2.6225 2.6077 -0.1068  -0.64
C16 -3.5763 0.5084 0.1282  0.98
C17 -3.5548 0.0650 -1.1814  -0.45
C18 -4.4751 -0.8784 -1.5557  -1.39
C19 -5.4154 -1.3559 -0.6688  -0.92
C20 -5.4273 -0.9061 0.6230  -0.74
C21 -4.5005 0.0301 1.0221  0.90
N3 0.0435 -0.2276 0.7439  1.78
C22 -0.3745 -0.2118 -0.6867  -1.50
C23 0.7129 -0.8090 -1.6322  -0.95
C24 0.7953 -0.0142 -2.9545  -1.32
O7 2.1059 -0.2571 -3.4296  -0.15
C25 2.5033 0.7661 -4.3263  -0.98
C26 -0.3082 -1.5320 1.4014  -0.50
C27 -1.7705 -1.9250 1.5339  -2.28
O8 -2.3570 -1.5840 2.8045  -0.07
C28 -3.2289 -2.5554 3.2366  0.78
C29 -3.1467 -2.9595 4.6899  -1.33
O9 -4.0608 -3.0471 2.5099  -0.51
H1 3.6627 -3.6827 3.0446  0.25
H2 2.9034 -4.0851 4.6687  0.30
H3 1.3437 -4.5260 2.1896  0.41
H4 0.6312 -2.6488 4.4987  0.36
H5 -0.5865 -3.3504 3.3523  0.25
H6 1.6129 -1.6135 2.3153  0.27
H7 -0.5917 4.1456 3.4890  0.30
H8 1.1550 4.1736 3.7320  0.22
H9 0.0169 4.6860 5.0548  0.49
H10 0.6306 1.3932 6.4689  0.34
H11 -0.6291 2.6511 6.7374  0.43
H12 1.0469 3.1512 6.5154  0.43
H13 3.1655 -0.5513 3.6003  0.24
H14 2.3121 -0.0709 4.9618  0.27
H15 3.5533 2.1130 2.8041  0.21
H16 -0.2623 2.7711 0.2320  0.86
H17 0.7016 3.0143 1.6249  0.07
H18 5.4959 2.0224 0.8014  0.35
H19 5.3557 2.7705 -0.8167  0.33
H20 4.2325 3.2776 0.5209  0.39
H21 -2.1864 0.8020 2.4851  0.98
H22 -1.5952 2.4599 2.1253  0.44
H23 -2.8401 0.4355 -1.9075  1.03
H24 -4.4783 -1.2460 -2.5773  0.48
H25 -6.1490 -2.0843 -0.9946  0.45
H26 -6.1812 -1.2769 1.3069  0.43
H27 -4.5482 0.3921 2.0452  0.50
H28 1.0697 -0.3151 0.6910  0.26
H29 -0.5873 0.7911 -1.0695  0.85
H30 -1.2745 -0.7905 -0.8815  0.92
H31 0.4247 -1.8459 -1.8296  0.83
H32 1.7141 -0.8083 -1.1844  0.03
H33 0.0513 -0.3413 -3.6907  0.40
H34 0.7157 1.0509 -2.6938  0.56
H35 3.5767 0.6865 -4.5062  0.32
H36 2.3028 1.7764 -3.9416  0.33
H37 1.9546 0.6739 -5.2754  0.35
H38 0.1356 -2.2896 0.7377  0.80
H39 -2.4188 -1.6615 0.6923  0.50
H40 -1.7720 -3.0228 1.5177  1.16
H41 -3.6277 -3.9252 4.8405  0.42
H42 -3.6835 -2.2494 5.3297  0.31
H43 -2.1275 -3.0146 5.0809  0.24
C30 5.1520 -5.2614 -3.6784  -0.69
O10 5.6764 -3.9488 -3.7819  -0.40
C31 4.6664 -2.9524 -3.8594  -0.80
C32 4.4752 -2.2453 -2.5362  0.86
O11 3.9343 -3.1224 -1.5448  -0.34
C33 4.9142 -3.5962 -0.6385  -0.77
H44 5.9688 -5.9278 -3.4056  0.25
H45 4.3754 -5.3274 -2.9121  0.27
H46 4.7433 -5.5829 -4.6419  0.33
H47 3.7222 -3.3812 -4.2088  0.37
H48 4.9986 -2.2191 -4.6011  0.36
H49 3.7538 -1.4382 -2.6691  -0.58
H50 5.4170 -1.8066 -2.1927  0.35
H51 5.2077 -2.7982 0.0545  0.27
H52 5.7982 -3.9716 -1.1576  0.37
H53 4.4747 -4.4128 -0.0652  0.26
C34 -3.5171 4.9916 -5.1679  -0.62
O12 -4.7607 4.4361 -5.5574  -0.38
C35 -4.6534 3.0919 -5.9995  -0.54
C36 -5.1049 2.1179 -4.9314  -0.68
O13 -4.2251 2.1244 -3.8135  -0.12
C37 -4.7357 2.8660 -2.7130  -0.59
H54 -3.7169 5.9257 -4.6452  0.25
H55 -2.9692 4.3252 -4.4966  0.20
H56 -2.9056 5.2066 -6.0505  0.34
H57 -3.6320 2.8670 -6.3214  0.32
H58 -5.3110 2.9879 -6.8681  0.39
H59 -5.0864 1.1060 -5.3490  0.35
H60 -6.1301 2.3356 -4.6193  0.40
H61 -5.5429 2.3057 -2.2277  0.33
H62 -5.1017 3.8472 -3.0226  0.52
H63 -3.9285 3.0034 -1.9994  -0.08

Orbital gap: 8.21 eV
Net charge: +1
Highest occupied orbital energy: -10.7 eV


Entry 2:
Molecular formula: C37H65Cl26NO6S
Method: DFT, ωB97M-V/def2-TZVPD

Each line ends with the Mulliken charge.
CARTESIAN COORDINATES (ANGSTROEM)
O1 3.0086 5.9054 -0.7981  -0.32
N1 2.3004 4.9377 -0.7315  0.10
O2 3.1790 3.8583 -0.7232  0.00
C1 3.1559 3.1892 0.5604  -0.57
O3 1.8819 2.5304 0.7796  -0.21
S1 1.5399 1.4275 -0.4388  1.25
O4 0.9469 2.0379 -1.7107  -0.71
O5 0.4925 0.4696 0.1259  -0.60
C2 3.0949 0.4543 -0.7613  -0.34
C3 4.1185 0.6639 0.4551  -0.86
C4 4.4369 2.2175 0.8043  2.14
C5 5.7950 2.7683 0.1501  -0.83
O6 6.4134 1.8441 -0.8063  -0.40
C6 6.6799 2.6086 -1.9857  0.43
C7 5.4479 2.9587 -2.8817  0.62
C8 5.5129 3.8104 -4.1757  -1.08
C9 6.9047 4.3249 -4.6372  -0.46
C10 8.1456 3.9485 -3.7810  -0.39
C11 8.0636 3.1129 -2.4504  -0.63
H1 3.2402 4.0150 1.3652  0.41
H2 3.5459 0.6204 -1.7991  0.34
H3 2.7861 -0.6730 -0.7330  0.27
H4 5.0519 0.0235 0.3202  0.44
H5 3.5861 0.2479 1.3960  0.29
H6 4.5976 2.2371 1.9505  -1.36
H7 6.5717 2.8936 1.0011  0.35
H8 5.6842 3.8252 -0.2989  0.36
H9 4.4241 2.5646 -2.5669  0.02
H10 4.5249 4.0197 -4.7157  0.56
H11 6.9438 4.9429 -5.5906  0.35
H12 9.1633 4.3410 -4.1501  0.28
H13 9.0037 2.8688 -1.8607  0.36
Cl1 1.5175 -3.0551 0.5445  -0.19
C12 0.0919 -2.7305 -0.4736  -0.18
C13 -0.1433 -3.8252 -1.4946  -0.48
Cl2 1.1236 -3.8586 -2.7479  -0.20
H14 0.2303 -1.7586 -0.9505  0.05
H15 -0.7664 -2.6596 0.1974  0.33
H16 -1.0912 -3.6553 -2.0083  0.34
H17 -0.1809 -4.8103 -1.0262  0.32
Cl3 4.2794 2.0096 3.9745  -0.17
C14 3.3451 2.9028 5.2006  0.36
C15 2.6191 4.0946 4.6108  -0.24
Cl4 3.7414 5.3787 4.0913  -0.21
H18 4.0296 3.2025 5.9966  0.39
H19 2.6198 2.1985 5.6202  -0.51
H20 1.9604 4.5353 5.3613  0.42
H21 2.0121 3.8082 3.7495  0.05
Cl5 4.0676 4.0144 -8.8219  -0.19
C16 3.7168 2.3292 -8.3652  -0.42
C17 3.6986 2.1353 -6.8619  -0.49
Cl6 5.3180 2.3142 -6.1401  -0.09
H22 4.4581 1.6866 -8.8433  0.31
H23 2.7369 2.0860 -8.7813  0.32
H24 3.3556 1.1271 -6.6222  0.32
H25 3.0304 2.8484 -6.3734  0.32
Cl7 0.8582 1.2309 6.2716  -0.29
C18 0.4123 -0.2490 5.3833  -0.12
C19 0.9474 -1.4998 6.0499  -0.53
Cl8 2.7240 -1.6056 5.9471  -0.09
H26 0.7774 -0.1528 4.3589  0.21
H27 -0.6781 -0.2827 5.3530  0.25
H28 0.5497 -2.3833 5.5530  0.23
H29 0.6663 -1.5458 7.1034  0.34
Cl9 -3.9307 1.9728 -0.4360  -0.25
C20 -2.9875 2.6785 0.9007  -0.51
C21 -1.8390 3.5352 0.4023  -0.60
Cl10 -0.5633 2.5640 -0.3894  -0.01
H30 -2.6343 1.8624 1.5339  0.35
H31 -3.6789 3.2885 1.4871  0.35
H32 -1.3691 4.0495 1.2445  0.30
H33 -2.1802 4.2889 -0.3103  0.26
Cl11 5.9089 -2.5208 5.4910  -0.17
C22 5.5910 -4.2217 5.9091  -0.47
C23 5.5719 -4.4496 7.4073  -0.38
Cl12 7.1852 -4.2553 8.1379  -0.19
H34 6.3462 -4.8385 5.4187  0.37
H35 4.6172 -4.4750 5.4844  0.27
H36 5.2485 -5.4697 7.6226  0.32
H37 4.8887 -3.7617 7.9086  0.26
Cl13 -9.1483 -1.2695 -0.1042  -0.26
C24 -7.8641 -0.0363 -0.0307  -0.06
C25 -6.4900 -0.6239 -0.2799  0.29
Cl14 -5.9627 -1.6888 1.0480  -0.21
H38 -7.9204 0.4542 0.9427  0.40
H39 -8.0938 0.7052 -0.7983  -0.10
H40 -5.7527 0.1772 -0.3535  -0.32
H41 -6.4621 -1.2002 -1.2064  0.35
Cl15 -1.9284 -2.6152 5.9171  -0.16
C26 -2.2442 -4.3174 6.3359  -0.53
C27 -2.2594 -4.5441 7.8340  -0.40
Cl16 -0.6438 -4.3467 8.5590  -0.17
H42 -1.4891 -4.9335 5.8443  0.31
H43 -3.2181 -4.5720 5.9131  0.33
H44 -2.5807 -5.5644 8.0509  0.32
H45 -2.9419 -3.8569 8.3369  0.31
Cl17 -14.1851 -4.7440 1.0824  -0.19
C28 -12.9004 -3.5124 1.1543  -0.42
C29 -11.5266 -4.1015 0.9048  0.03
Cl18 -10.9995 -5.1656 2.2329  -0.19
H46 -12.9555 -3.0213 2.1274  0.32
H47 -13.1296 -2.7712 0.3859  0.28
H48 -10.7887 -3.3009 0.8299  -0.13
H49 -11.4996 -4.6785 -0.0212  0.35
Cl19 -8.0581 3.1936 -1.0997  -0.21
C30 -7.8884 4.8519 -1.7285  0.06
C31 -6.4469 5.2017 -2.0413  -0.52
Cl20 -5.4508 5.3337 -0.5698  -0.17
H50 -8.3197 5.5377 -0.9962  -0.24
H51 -8.4878 4.9075 -2.6395  0.37
H52 -6.4010 6.1709 -2.5411  0.34
H53 -5.9861 4.4586 -2.6946  0.36
Cl21 0.8403 -8.7459 -4.0750  -0.21
C32 2.1272 -7.5158 -4.0165  -0.13
C33 3.4962 -8.1046 -4.2945  -0.17
Cl22 4.0450 -9.1792 -2.9827  -0.20
H54 2.0894 -7.0316 -3.0390  0.29
H55 1.8850 -6.7691 -4.7744  0.05
H56 4.2343 -7.3047 -4.3766  0.27
H57 3.5066 -8.6747 -5.2249  0.10
Cl23 3.9033 -9.1436 -8.1162  -0.17
C34 4.2344 -7.6411 -9.0126  -0.40
C35 4.6244 -6.5000 -8.0945  -0.52
Cl24 3.2623 -5.9549 -7.0832  -0.16
H58 3.3497 -7.3964 -9.6032  0.31
H59 5.0537 -7.8576 -9.7012  0.30
H60 4.9419 -5.6397 -8.6865  0.34
H61 5.4457 -6.7801 -7.4325  0.32
Cl25 -9.6503 7.2063 0.4391  -0.23
C36 -8.0406 7.4803 1.1527  -0.13
C37 -8.1041 7.6647 2.6555  -0.49
Cl26 -8.9016 9.1907 3.1127  -0.19
H62 -7.5943 8.3463 0.6604  0.34
H63 -7.4349 6.6040 0.9133  0.02
H64 -7.0938 7.7008 3.0670  0.31
H65 -8.6403 6.8456 3.1377  0.33

Orbital gap: 7.62 eV
Highest occupied orbital energy: -8.3 eV


Summary of calculated total energy in hartree
-2614.46332 -14317.77139
(order as listed above)